Record 1
C19H43IrN2OP3Se | ωB97M-V with the def2-TZVPD basis set

```
70
Properties=species:S:1:pos:R:3:forces:R:3:lowdin_spin:R:1
Ir 0.43237 -0.79453 0.54922 -1.168 3.025 -2.358 0.534
P 2.61823 -0.02533 0.64269 0.764 0.284 0.342 0.146
P -0.12242 1.23771 -0.79687 -0.631 1.042 -0.204 0.063
P 0.59723 -1.99745 -1.29018 0.428 -0.828 -1.085 0.050
H -0.38929 -3.55848 3.34601 0.971 0.320 -0.230 0.050
C 0.42589 -3.62192 2.59731 -1.365 -4.651 4.450 0.815
C 0.67378 -2.66450 1.64737 1.164 3.022 -2.915 0.814
H -0.35994 -2.25591 1.22160 0.639 -0.893 -0.204 0.088
C 2.80622 1.03596 2.11561 0.156 0.025 0.075 0.026
C 3.41484 0.99356 -0.66520 0.055 -0.145 -0.116 0.024
C 3.81407 -1.37681 0.89436 0.286 0.249 -0.058 0.019
C -1.94388 1.42676 -1.03912 -0.100 -0.256 0.015 0.029
C 0.24440 2.86884 0.01298 0.184 -0.231 0.237 -0.002
C 0.48222 1.57711 -2.53467 0.186 -0.389 0.202 0.007
C 0.72884 -3.77279 -0.95913 0.185 -0.062 -0.077 0.029
C 1.94350 -1.71098 -2.48383 -0.185 -0.111 -0.266 0.000
C -0.94841 -1.93386 -2.22741 -0.123 -0.074 -0.418 0.026
H 0.98650 -4.57682 2.62991 -0.680 0.497 -0.442 0.049
H 1.68202 -2.65678 1.19303 -0.531 0.271 0.757 0.050
H 2.64236 0.45357 3.03212 0.080 0.108 -0.230 0.000
H 2.09090 1.87018 2.11226 0.215 -0.276 -0.080 0.001
H 3.82924 1.43717 2.12033 -0.245 -0.043 0.147 0.006
H 2.89633 1.94497 -0.84370 0.129 -0.291 0.214 0.000
H 3.48629 0.46299 -1.62476 -0.014 0.082 0.342 0.000
H 4.43641 1.21998 -0.32578 -0.255 -0.031 -0.096 0.006
H 3.57135 -1.99121 1.77310 0.126 0.290 -0.188 0.001
H 4.79674 -0.89826 1.03527 -0.196 -0.429 0.013 0.003
H 3.85215 -2.02542 0.00709 0.076 0.188 0.249 0.000
H -2.20479 2.39568 -1.50317 0.305 -0.393 0.205 0.005
H -2.45676 1.35175 -0.06994 0.224 0.039 -0.185 0.003
H -2.31272 0.62293 -1.68999 0.071 0.199 0.115 0.001
H 0.04682 3.70825 -0.67891 0.042 -0.560 0.151 0.000
H 1.29694 2.92064 0.32398 -0.341 0.062 -0.089 0.000
H -0.38906 3.00570 0.90285 0.254 -0.201 -0.318 0.000
H 0.13362 2.56156 -2.89581 -0.033 -0.410 0.451 0.001
H 0.10482 0.81769 -3.23228 0.113 0.190 0.182 0.000
H 1.58019 1.58303 -2.58571 -0.383 -0.041 0.034 0.000
H 0.66560 -4.33726 -1.89142 0.012 0.026 0.033 0.001
H -0.07011 -4.09023 -0.27850 0.231 -0.037 -0.121 0.009
H 1.71376 -3.94336 -0.51684 -0.148 -0.293 0.036 0.003
H 1.87673 -2.45698 -3.28652 -0.021 0.148 0.127 0.000
H 2.93363 -1.81312 -2.02335 -0.309 0.024 0.005 0.000
H 1.85438 -0.71992 -2.93585 0.066 -0.138 0.082 0.000
H -0.99077 -2.80964 -2.88584 -0.019 0.230 -0.034 0.003
H -0.99351 -1.02777 -2.83643 -0.155 -0.133 0.058 0.000
H -1.80802 -1.97562 -1.54699 0.230 0.069 -0.091 0.007
C -4.16008 -3.15198 0.68481 -0.059 0.750 -0.091 0.146
C -3.32955 -3.69168 1.69201 0.143 -0.346 0.042 0.085
C -2.83943 -4.98760 1.54690 0.168 0.841 0.528 0.022
C -3.16687 -5.75697 0.42328 -0.303 -0.044 -0.106 0.155
C -4.06574 -5.25322 -0.53560 -0.290 0.876 -0.048 0.010
C -4.56780 -3.94849 -0.39499 0.402 -0.898 -0.953 0.074
Se -4.61037 -1.29861 0.72094 0.558 -1.112 0.188 0.496
H -4.47841 -1.10223 -0.73613 -0.394 -0.142 0.053 0.022
H -3.04719 -3.04599 2.51568 0.045 -0.271 0.149 0.003
H -2.15857 -5.37342 2.30791 -0.250 0.014 -0.261 0.003
H -2.73060 -6.75468 0.30292 -0.245 0.387 0.041 0.006
H -4.33269 -5.85591 -1.40727 -0.015 0.229 0.352 -0.001
H -5.21355 -3.49760 -1.14752 0.051 -0.391 0.070 0.001
C -2.14212 2.19372 3.34476 -0.062 -0.338 -0.151 0.001
N -1.51893 0.97837 3.89673 0.215 -0.125 -0.035 0.005
C -0.66558 0.20850 3.21346 0.192 0.700 -0.461 0.009
N 0.00272 -0.75089 3.86406 0.075 -0.620 0.586 0.025
O -0.47556 0.43793 1.96613 -0.261 0.152 1.521 0.050
H -2.77834 1.91761 2.48560 0.219 0.244 0.419 0.000
H -1.39391 2.93618 3.02269 -0.234 -0.368 0.231 0.000
H -2.75374 2.61736 4.14413 0.057 0.016 -0.289 0.000
H -1.60955 0.77866 4.88580 -0.067 0.307 -0.206 0.000
H 0.67083 -1.35247 3.38895 -0.335 0.448 0.052 0.020
H -0.17351 -0.96088 4.84272 0.094 0.216 -0.346 0.001
```
Positions in Å, forces in eV/Å.

## Properties
Net charge: +3
Frontier orbital gap (alpha / beta): 0.22370 / 0.19586 Eh
Energy: -121451.0191 eV
<S²>: 6.029
2S+1: 5
ΔE to the lowest compared entry with this formula, charge and spin: 47.7 kJ/mol

=====

Record 2
C19H43IrOP3S2 | ωB97M-V with the def2-TZVPD basis set

```
69
Properties=species:S:1:pos:R:3:forces:R:3:lowdin_spin:R:1
Ir 1.06473 -0.70816 -0.22208 -3.219 4.472 -1.662 1.647
P 1.58088 -0.85350 1.85737 0.514 -0.367 1.117 0.237
P 1.10422 2.83213 0.54482 -0.244 1.640 0.267 0.046
P -0.91952 -1.86645 -0.35526 -2.813 -3.338 -0.382 0.192
H 0.29762 1.42323 -2.33707 -2.434 -0.375 0.435 0.002
C -0.76181 0.94731 -2.12923 1.829 -0.456 -1.749 0.025
C -1.67409 1.39621 -1.25164 1.106 -1.363 2.178 0.078
H -1.36679 2.20125 -0.52626 -0.670 -0.479 -1.074 0.003
C 3.36981 -0.95051 1.64734 -0.011 -0.052 0.853 0.091
C 1.17831 0.43543 3.01945 0.051 0.324 0.554 0.069
C 0.96565 -2.37688 2.55785 0.289 -0.114 0.592 0.006
C 0.91692 3.90909 -0.89960 -0.144 -0.316 -0.231 0.007
C 0.04243 3.55795 1.84790 0.019 -0.166 -0.131 0.010
C 2.83820 2.96624 1.06331 -0.267 -0.486 -0.101 0.006
C -2.13571 -1.90729 -1.77850 0.265 0.146 -0.015 0.047
C -2.11559 -1.85803 1.06766 0.344 0.386 0.020 0.037
C -0.48521 -3.70848 -0.44714 0.010 0.002 0.215 0.017
H -0.89998 0.05953 -2.85065 -0.268 1.578 1.520 0.002
H -2.45309 0.68391 -0.81952 0.502 1.486 -1.360 0.002
H 3.69330 -1.26086 2.63770 0.834 -0.133 0.067 0.015
H 3.77133 0.03807 1.40400 0.019 -0.256 0.061 0.006
H 3.64606 -1.68118 0.87674 0.023 0.171 0.426 0.009
H 1.60522 0.04355 3.95759 -0.253 0.556 0.091 0.012
H 0.07923 0.55674 3.11616 0.707 -0.119 0.001 0.002
H 1.66525 1.39066 2.74868 -0.272 -0.618 0.375 0.000
H 1.79352 -2.65049 3.22871 -0.490 -0.495 0.155 0.002
H 0.78026 -3.17495 1.81739 0.222 0.517 0.554 0.001
H 0.05615 -2.15751 3.13998 0.405 -0.326 -0.119 0.000
H 1.66807 4.71177 -0.80718 -0.335 -0.262 -0.092 0.001
H -0.09559 4.34809 -0.91545 0.456 -0.231 -0.121 0.000
H 1.09913 3.33338 -1.81723 0.011 0.423 0.146 0.000
H 0.69421 3.95325 2.64052 -0.372 -0.145 -0.079 0.001
H -0.65069 2.79313 2.23547 0.372 0.387 0.033 0.006
H -0.53258 4.38870 1.41215 0.200 -0.247 0.186 0.000
H 3.20581 3.92452 0.69212 -0.017 -0.020 0.034 0.001
H 3.43037 2.16814 0.62421 0.175 0.003 -0.061 0.003
H 2.92477 2.94733 2.14797 0.062 -0.012 0.002 0.000
H -2.70041 -2.86224 -1.77952 0.401 0.499 0.227 0.007
H -1.58753 -1.83947 -2.72691 -0.214 -0.144 0.173 0.001
H -2.85023 -1.07679 -1.71540 0.186 -0.279 -0.102 0.000
H -2.48654 -2.87617 1.27554 0.113 0.471 -0.166 0.005
H -2.95356 -1.17207 0.86866 0.397 -0.556 -0.048 -0.001
H -1.58426 -1.48269 1.94648 -0.194 -0.134 0.079 0.002
H -0.23227 -3.99895 -1.48982 -0.257 0.285 0.592 0.004
H -1.37201 -4.29758 -0.11725 0.614 0.428 -0.288 0.002
H 0.38477 -3.99184 0.18221 -0.641 0.123 -0.412 0.003
C 2.19473 -2.06827 -3.02927 1.665 -1.896 1.408 0.209
C 3.12055 -3.05249 -3.55399 -0.245 -0.071 0.663 0.121
C 3.26226 -3.17609 -4.91093 0.280 -0.075 -0.055 0.002
C 2.52440 -2.36748 -5.77614 0.196 -0.394 0.057 0.158
C 1.66607 -1.41182 -5.25647 -0.616 1.069 0.925 0.051
C 1.54025 -1.21096 -3.88342 -1.148 0.769 -0.466 0.065
S 1.99890 -2.23085 -1.26937 2.828 -2.458 -4.374 0.736
H 0.56932 1.51403 0.31357 0.633 0.520 0.067 0.050
H 3.68826 -3.69371 -2.85692 -0.396 0.380 -0.496 0.005
H 3.94976 -3.89420 -5.32511 0.131 -0.165 0.023 -0.002
H 2.62169 -2.48128 -6.84707 -0.008 -0.027 -0.031 0.006
H 1.08535 -0.78316 -5.91207 0.049 0.119 -0.191 0.001
H 0.91025 -0.41495 -3.44888 0.405 -0.602 -0.639 0.006
C -4.93203 2.97242 1.96134 0.218 1.119 -0.566 0.060
S -3.56813 1.78602 1.97368 -2.306 -0.567 0.470 0.272
C -3.76735 1.08063 3.61556 0.864 -0.263 0.613 0.054
O -3.93766 0.71622 0.97981 0.481 0.693 0.190 0.582
H -5.03638 3.41485 2.96162 0.192 -0.193 -0.255 0.004
H -5.84006 2.44697 1.65128 0.181 -0.145 0.064 0.004
H -4.66716 3.75438 1.23900 -0.260 -0.144 0.118 0.000
H -4.44416 1.70779 4.20429 0.101 -0.060 -0.236 0.007
H -4.15953 0.06663 3.51063 0.014 0.091 -0.117 0.002
H -2.77809 1.06779 4.08657 -0.267 -0.109 0.069 0.001
```
Positions in Å, forces in eV/Å.

## Properties
Net charge: +4
Frontier orbital gap (alpha / beta): 0.24065 / 0.15785 Eh
Energy: -74776.4521 eV
<S²>: 8.789
2S+1: 6
ΔE to the lowest compared entry with this formula, charge and spin: 32.4 kJ/mol